Formula: C12H19NOS
Source: the OMol25 dataset
Level of theory: ωB97M-V with the def2-TZVPD basis set

Bonds (Å) are listed after each position.
Atoms and positions in Å:
1 C 0.45995 2.34180 -1.10975  C2 1.402, C3 1.348, H16 1.202
2 C 1.53588 1.44593 -1.18442  C1 1.402, C4 1.462, H17 1.051
3 C -0.75070 2.09502 -0.56962  C1 1.348, C5 1.408, H18 1.085
4 C 1.31500 0.07860 -0.71685  C2 1.462, C6 1.389, C11 1.521
5 C -0.95581 0.85513 0.06416  C3 1.408, C6 1.347, C12 1.516
6 C 0.07598 0.00391 -0.09430  C4 1.389, C5 1.347
7 C 3.49759 -0.83295 -1.68016  C11 1.541, H19 1.119, H20 1.124, H21 1.091
8 C 1.37506 -2.22713 -1.33975  C11 1.504, H22 1.118, H23 1.086, H24 1.171
9 C -3.10423 0.25987 -0.82172  C12 1.530, H25 1.041, H26 1.114, H27 1.099
10 C -3.00109 1.18516 1.51618  C12 1.510, H28 1.108, H29 1.066, H30 1.095
11 C 2.24885 -1.11757 -0.82343  C4 1.521, C7 1.541, C8 1.504, H31 1.161
12 C -2.31171 0.32329 0.48532  C5 1.516, C9 1.530, C10 1.510, H32 1.040
13 N 1.44342 -1.49819 2.85858  S15 1.610, H33 0.990
14 O -0.33665 0.07692 3.78106  S15 1.489
15 S -0.12497 -1.23798 3.11443  N13 1.610, O14 1.489, H34 1.415
16 H 0.62699 3.52477 -1.24474  C1 1.202
17 H 2.50620 1.82171 -1.33176  C2 1.051
18 H -1.56258 2.80215 -0.43542  C3 1.085
19 H 4.19317 -1.70909 -1.70053  C7 1.119
20 H 4.09438 0.00196 -1.22239  C7 1.124
21 H 3.10112 -0.60657 -2.67058  C7 1.091
22 H 0.61243 -2.34990 -0.53108  C8 1.118
23 H 1.93464 -3.12357 -1.59113  C8 1.086
24 H 0.69796 -1.89572 -2.23553  C8 1.171
25 H -2.96312 1.04241 -1.49409  C9 1.041
26 H -4.16950 0.45762 -0.56293  C9 1.114
27 H -2.87245 -0.69502 -1.31423  C9 1.099
28 H -3.83009 0.59916 1.95989  C10 1.108
29 H -3.58437 1.98608 1.12267  C10 1.066
30 H -2.24538 1.62661 2.17391  C10 1.095
31 H 2.50338 -1.60848 0.19742  C11 1.161
32 H -2.19479 -0.63785 0.86420  C12 1.040
33 H 1.87647 -0.68934 2.48662  N13 0.990
34 H -0.09103 -2.29875 4.04998  S15 1.415

Results
Highest occupied orbital energy (spin up / spin down), hartree: -0.3078 / -0.3270
Energy relative to the best compared isomer or geometry (same formula, charge and spin), kJ/mol: 425.4
Total charge: 0
Kohn-Sham gap (spin up / spin down), eV: 6.41 / 8.72

These are the Löwdin partial charges, in e, on atoms 1 to 4: atom 1 (C): -0.11, atom 2 (C): -0.01, atom 3 (C): -0.07, atom 4 (C): -0.18

---

Formula: C3H4N2O
Source: the OMol25 dataset
Level of theory: ωB97M-V with the def2-TZVPD basis set

Bonds (Å) are listed after each position.
Atoms and positions in Å:
1 O -0.08639 0.36734 -2.10761  C6 1.385, H7 0.967
2 C -0.91868 -0.78145 -0.07871  C3 1.365, C6 1.495
3 C -0.58712 -0.33938 1.16920  C2 1.365, N4 1.416, H8 1.084
4 N 0.53853 0.51682 1.09561  C3 1.416, N5 1.255, H9 1.020
5 N 1.02705 0.71897 -0.04278  N4 1.255, C6 1.489
6 C 0.20251 -0.19812 -0.87720  O1 1.385, C2 1.495, N5 1.489, H10 1.116
7 H -1.03787 0.23297 -2.21471  O1 0.967
8 H -1.04562 -0.45639 2.14476  C3 1.084
9 H 0.98271 0.98199 1.88710  N4 1.020
10 H 0.92488 -1.04277 -0.97566  C6 1.116

Results
Highest occupied orbital energy (spin up / spin down), hartree: -0.3172 / -0.3172
Energy relative to the best compared isomer or geometry (same formula, charge and spin), kJ/mol: 464.6
Total charge: 0
Kohn-Sham gap (spin up / spin down), eV: 7.98 / 7.99

These are the Löwdin partial charges, in e, on atoms 1 to 4: atom 1 (O): -0.01, atom 2 (C): 0.00, atom 3 (C): -0.16, atom 4 (N): 0.00

---

Formula: C33H57Cl26O3S
Source: the OMol25 dataset
Level of theory: ωB97M-V with the def2-TZVPD basis set

Bonds (Å) are listed after each position.
Atoms and positions in Å:
1 C -4.05204 1.36626 1.19498  C2 1.314, H25 1.075, H26 1.077
2 C -4.11490 1.48488 2.50166  C1 1.314, S3 1.777, H27 1.076
3 S -3.02292 0.64961 3.62823  C2 1.777, C4 1.800, C14 1.815
4 C -2.78191 -1.02080 3.00382  S3 1.800, C5 1.543, H28 1.081, H29 1.081
5 C -3.45433 -2.07662 3.90633  C4 1.543, C6 1.534, H30 1.086, H31 1.084
6 C -2.56313 -3.31837 4.03147  C5 1.534, C7 1.545, H32 1.088, H33 1.085
7 C -2.88454 -4.15903 5.28689  C6 1.545, C8 1.526, H34 1.082, H35 1.085
8 C -1.63144 -4.55954 6.05993  C7 1.526, C9 1.528, H36 1.085, H37 1.086
9 C -0.57755 -5.28987 5.22809  C8 1.528, O10 1.444, H38 1.086, H39 1.083
10 O 0.71706 -5.19083 5.85889  C9 1.444, C11 1.364
11 C 1.43448 -4.12354 5.40385  O10 1.364, C12 1.492, O13 1.199
12 C 1.34073 -2.81257 6.10969  C11 1.492, H40 1.086, H41 1.083, H42 1.079
13 O 2.16449 -4.27282 4.46428  C11 1.199
14 C -1.48183 1.60605 3.56915  S3 1.815, C15 1.527, H43 1.083, H44 1.086
15 C -0.41336 1.12343 2.59154  C14 1.527, C16 1.525, O17 1.411, H45 1.093
16 C 0.82984 1.97756 2.81298  C15 1.525, H46 1.082, H47 1.085, H48 1.081
17 O -0.97936 1.21924 1.30296  C15 1.411, C18 1.438
18 C -0.09479 0.86222 0.22730  O17 1.438, C19 1.507, H49 1.086, H50 1.085
19 C 0.33376 -0.58227 0.26529  C18 1.507, C20 1.369, C24 1.362
20 C -0.64902 -1.52438 0.12246  C19 1.369, C21 1.366, H51 1.069
21 C -0.30945 -2.84545 0.19567  C20 1.366, C22 1.368, H52 1.078
22 C 1.00145 -3.16843 0.41793  C21 1.368, C23 1.360, H53 1.080
23 C 1.98261 -2.23399 0.53148  C22 1.360, C24 1.376, H54 1.071
24 C 1.64438 -0.90237 0.45084  C19 1.362, C23 1.376, H55 1.074
25 H -3.41201 0.65481 0.70469  C1 1.075
26 H -4.62643 2.02806 0.56840  C1 1.077
27 H -4.84792 2.12264 2.96386  C2 1.076
28 H -3.22654 -1.05470 2.01953  C4 1.081
29 H -1.74401 -1.29187 2.87213  C4 1.081
30 H -3.70978 -1.69019 4.88897  C5 1.086
31 H -4.38059 -2.41020 3.45201  C5 1.084
32 H -1.51564 -3.02943 4.09005  C6 1.088
33 H -2.68467 -3.91656 3.13493  C6 1.085
34 H -3.45321 -5.05261 5.06400  C7 1.082
35 H -3.46167 -3.52070 5.94790  C7 1.085
36 H -1.87554 -5.20695 6.89567  C8 1.085
37 H -1.15681 -3.69107 6.50629  C8 1.086
38 H -0.51325 -4.96006 4.19525  C9 1.086
39 H -0.80980 -6.34722 5.24019  C9 1.083
40 H 0.86001 -2.07844 5.46957  C12 1.086
41 H 2.34980 -2.48524 6.32582  C12 1.083
42 H 0.77813 -2.88679 7.02753  C12 1.079
43 H -1.70917 2.65862 3.45299  C14 1.083
44 H -1.04649 1.50010 4.55793  C14 1.086
45 H -0.14658 0.10492 2.88374  C15 1.093
46 H 0.66378 3.01949 2.57218  C16 1.082
47 H 1.15264 1.82875 3.83844  C16 1.085
48 H 1.63213 1.57768 2.20826  C16 1.081
49 H -0.68678 0.97498 -0.67667  C18 1.086
50 H 0.74580 1.54057 0.12353  C18 1.085
51 H -1.64923 -1.18088 -0.03510  C20 1.069
52 H -1.08808 -3.58470 0.10321  C21 1.078
53 H 1.26224 -4.21284 0.50367  C22 1.080
54 H 2.99944 -2.52496 0.69892  C23 1.071
55 H 2.34774 -0.09780 0.56059  C24 1.074
56 C 3.98495 -6.34456 6.61094  Cl57 1.766, Cl58 1.770, H59 1.083, H60 1.081
57 Cl 3.94428 -7.37408 8.04549  C56 1.766
58 Cl 5.09339 -4.97733 6.80216  C56 1.770
59 H 4.30633 -6.93930 5.76474  C56 1.083
60 H 2.98933 -5.96105 6.43748  C56 1.081
61 C 0.93525 -5.36917 9.44024  Cl62 1.777, Cl63 1.762, H64 1.083, H65 1.084
62 Cl 0.31228 -3.74139 9.78418  C61 1.777
63 Cl 0.76714 -6.43119 10.83564  C61 1.762
64 H 0.38194 -5.78469 8.60650  C61 1.083
65 H 1.98752 -5.29365 9.19039  C61 1.084
66 C 5.37934 -1.20966 1.82509  Cl67 1.772, Cl68 1.771, H69 1.083, H70 1.081
67 Cl 5.20307 0.32011 2.70116  C66 1.772
68 Cl 5.24076 -0.98016 0.07406  C66 1.771
69 H 6.35249 -1.63004 2.04759  C66 1.083
70 H 4.59817 -1.88200 2.15237  C66 1.081
71 C 2.83218 -0.03883 -3.41497  Cl72 1.773, Cl73 1.766, H74 1.084, H75 1.083
72 Cl 2.82352 -1.09314 -1.98972  C71 1.773
73 Cl 3.86822 1.37054 -3.16979  C71 1.766
74 H 3.20159 -0.59707 -4.26766  C71 1.084
75 H 1.82029 0.30046 -3.60183  C71 1.083
76 C -3.12993 -1.47310 -3.50232  Cl77 1.768, Cl78 1.773, H79 1.083, H80 1.083
77 Cl -1.97198 -2.10173 -2.32338  C76 1.768
78 Cl -3.81832 0.05871 -2.93528  C76 1.773
79 H -2.62230 -1.30150 -4.44351  C76 1.083
80 H -3.93069 -2.19046 -3.63325  C76 1.083
81 C 5.72519 2.58589 -6.09711  Cl82 1.766, Cl83 1.767, H84 1.084, H85 1.083
82 Cl 5.83807 3.71828 -7.44789  C81 1.766
83 Cl 4.95053 1.07221 -6.57724  C81 1.767
84 H 6.72459 2.36544 -5.74095  C81 1.084
85 H 5.13745 3.03953 -5.30862  C81 1.083
86 C 8.06489 6.73345 -7.35268  Cl87 1.768, Cl88 1.768, H89 1.083, H90 1.082
87 Cl 9.20011 6.06100 -6.17601  C86 1.768
88 Cl 7.40505 8.28337 -6.81740  C86 1.768
89 H 8.58363 6.88163 -8.29176  C86 1.083
90 H 7.24850 6.03358 -7.47483  C86 1.082
91 C 7.00364 -1.79985 -7.03734  Cl92 1.769, Cl93 1.768, H94 1.082, H95 1.084
92 Cl 7.91465 -2.83254 -8.14809  C91 1.769
93 Cl 8.04659 -1.08397 -5.80153  C91 1.768
94 H 6.54076 -1.00483 -7.60641  C91 1.082
95 H 6.24685 -2.40045 -6.54683  C91 1.084
96 C -4.17060 3.39027 -4.04324  Cl97 1.764, Cl98 1.768, H99 1.084, H100 1.083
97 Cl -5.56286 4.11439 -4.84789  C96 1.764
98 Cl -2.64893 3.81647 -4.83527  C96 1.768
99 H -4.14290 3.75068 -3.02094  C96 1.084
100 H -4.27838 2.31277 -4.05840  C96 1.083
101 C -6.98972 7.56241 -3.28390  Cl102 1.776, Cl103 1.766, H104 1.083, H105 1.080
102 Cl -6.60082 6.44243 -1.96148  C101 1.776
103 Cl -8.35733 8.60251 -2.87365  C101 1.766
104 H -6.12271 8.18227 -3.47780  C101 1.083
105 H -7.23887 6.98676 -4.16314  C101 1.080
106 C -9.31357 5.59950 0.56466  Cl107 1.773, Cl108 1.765, H109 1.082, H110 1.083
107 Cl -9.05582 3.91754 1.06447  C106 1.773
108 Cl -9.94039 6.58256 1.88954  C106 1.765
109 H -8.36746 6.01227 0.24045  C106 1.082
110 H -10.02650 5.61462 -0.25031  C106 1.083
111 C -5.63789 8.08750 -7.10473  Cl112 1.770, Cl113 1.768, H114 1.083, H115 1.083
112 Cl -6.45838 6.68151 -6.40887  C111 1.770
113 Cl -4.44790 8.76592 -5.98768  C111 1.768
114 H -5.13118 7.77720 -8.00993  C111 1.083
115 H -6.37783 8.84566 -7.32954  C111 1.083
116 C 5.37292 -1.82918 -10.87438  Cl117 1.771, Cl118 1.766, H119 1.083, H120 1.083
117 Cl 5.04990 -0.56616 -9.67525  C116 1.771
118 Cl 3.93614 -2.80243 -11.20252  C116 1.766
119 H 5.69270 -1.35636 -11.79467  C116 1.083
120 H 6.15336 -2.47538 -10.49131  C116 1.083

Results
Highest occupied orbital energy, hartree: -0.4295
Total charge: +1
Kohn-Sham gap, eV: 8.67

These are the Löwdin partial charges, in e, on atoms 1 to 4: atom 1 (C): 0.03, atom 2 (C): -0.32, atom 3 (S): 1.20, atom 4 (C): -0.32

---

Formula: C26H26BrN5O4
Source: the OMol25 dataset
Level of theory: ωB97M-V with the def2-TZVPD basis set

Bonds (Å) are listed after each position.
Atoms and positions in Å:
1 N -3.16305 3.11522 0.08946  C2 1.351, H37 1.005, H38 1.007
2 C -3.02265 1.85171 0.54802  N1 1.351, O3 1.211, C4 1.520
3 O -3.17168 0.88431 -0.16493  C2 1.211
4 C -2.62415 1.77620 2.01306  C2 1.520, C5 1.541, H39 1.089, H40 1.088
5 C -1.14126 1.37807 2.14138  C4 1.541, N6 1.460, C16 1.509, H41 1.100
6 N -0.31910 2.14890 1.21344  C5 1.460, C7 1.350, H42 1.011
7 C -0.24925 3.49657 1.25076  N6 1.350, O8 1.218, C9 1.494
8 O -0.84691 4.17916 2.06388  C7 1.218
9 C 0.63893 4.10091 0.21187  C7 1.494, C10 1.391, C15 1.391
10 C 0.28844 5.33637 -0.32349  C9 1.391, C11 1.382, H43 1.079
11 C 1.08625 5.94525 -1.27305  C10 1.382, C12 1.385, H44 1.079
12 C 2.25387 5.31558 -1.67169  C11 1.385, Br13 1.904, C14 1.385
13 Br 3.36619 6.14447 -2.97582  C12 1.904
14 C 2.63529 4.09843 -1.13103  C12 1.385, C15 1.383, H45 1.079
15 C 1.82347 3.49184 -0.19062  C9 1.391, C14 1.383, H46 1.080
16 C -0.83686 -0.08116 1.90655  C5 1.509, C17 1.401, C36 1.376
17 C 0.50692 -0.47358 1.85139  C16 1.401, C18 1.371, H47 1.080
18 C 0.87529 -1.75157 1.51867  C17 1.371, C19 1.407, H48 1.077
19 C -0.08444 -2.73655 1.21967  C18 1.407, N20 1.361, C32 1.416
20 N 0.24495 -3.93685 0.66816  C19 1.361, C21 1.443, C31 1.448
21 C 1.61418 -4.38490 0.58244  N20 1.443, C22 1.555, H49 1.094, H50 1.089
22 C 2.30311 -3.80739 -0.68670  C21 1.555, N23 1.448, H51 1.088, H52 1.096
23 N 1.29147 -3.34823 -1.61551  C22 1.448, C24 1.393, C30 1.444
24 C 0.98968 -1.98926 -1.67283  N23 1.393, C25 1.400, C29 1.397
25 C 2.03262 -1.05719 -1.72035  C24 1.400, C26 1.379, H53 1.080
26 C 1.77559 0.29605 -1.79479  C25 1.379, C27 1.386, H54 1.081
27 C 0.47271 0.76748 -1.82266  C26 1.386, C28 1.385, H55 1.081
28 C -0.56979 -0.14353 -1.80618  C27 1.385, C29 1.382, H56 1.079
29 C -0.31701 -1.50036 -1.74293  C24 1.397, C28 1.382, H57 1.077
30 C 0.24478 -4.33652 -1.73357  N23 1.444, C31 1.555, H58 1.090, H59 1.094
31 C -0.55275 -4.48853 -0.40764  N20 1.448, C30 1.555, H60 1.094, H61 1.087
32 C -1.42765 -2.38631 1.49722  C19 1.416, N33 1.427, C36 1.396
33 N -2.45118 -3.36828 1.65347  C32 1.427, O34 1.222, O35 1.217
34 O -2.11851 -4.53690 1.77968  N33 1.222
35 O -3.60588 -2.98983 1.72540  N33 1.217
36 C -1.78800 -1.06550 1.76956  C16 1.376, C32 1.396, H62 1.078
37 H -2.99391 3.91395 0.67562  N1 1.005
38 H -3.41861 3.26217 -0.87324  N1 1.007
39 H -2.75434 2.75014 2.48294  C4 1.089
40 H -3.24813 1.05013 2.53020  C4 1.088
41 H -0.81697 1.65452 3.15600  C5 1.100
42 H 0.01799 1.65316 0.39892  N6 1.011
43 H -0.61607 5.81662 0.01747  C10 1.079
44 H 0.81090 6.89928 -1.69522  C11 1.079
45 H 3.55929 3.63518 -1.44148  C14 1.079
46 H 2.12808 2.55221 0.24507  C15 1.080
47 H 1.27735 0.25774 2.04848  C17 1.080
48 H 1.92483 -1.98060 1.44120  C18 1.077
49 H 1.58073 -5.47676 0.52866  C21 1.094
50 H 2.15344 -4.11261 1.48901  C21 1.089
51 H 2.95989 -2.98167 -0.42140  C22 1.088
52 H 2.90690 -4.58423 -1.16914  C22 1.096
53 H 3.05805 -1.39522 -1.72909  C25 1.080
54 H 2.60326 0.98893 -1.84551  C26 1.081
55 H 0.27713 1.82851 -1.89585  C27 1.081
56 H -1.59373 0.19637 -1.81741  C28 1.079
57 H -1.16169 -2.16852 -1.73931  C29 1.077
58 H -0.42141 -4.06778 -2.55299  C30 1.090
59 H 0.73129 -5.28164 -1.99295  C30 1.094
60 H -0.78285 -5.53661 -0.19630  C31 1.094
61 H -1.49264 -3.94793 -0.48957  C31 1.087
62 H -2.84241 -0.86945 1.87563  C36 1.078

Results
Highest occupied orbital energy, hartree: -0.2953
Total charge: 0
SMILES string: NC(=O)C[C@H](NC(=O)c1ccc(Br)cc1)c1ccc(N2CCN(c3ccccc3)CC2)c([N+](=O)[O-])c1
Kohn-Sham gap, eV: 7.81

These are the Löwdin partial charges, in e, on atoms 1 to 4: atom 1 (N): 0.19, atom 2 (C): -0.54, atom 3 (O): 0.06, atom 4 (C): -0.05